[1]
# C4H6I2S

The molecule C4H6I2S at a distorted geometry (ωB97M-V/def2-TZVPD, the Open Molecules 2025 dataset).

Last column: Löwdin charge in e.
Element x y z (Å)
1 C -1.5429 -0.9893 0.1814  -0.29
2 C -2.8390 -1.0505 -0.0597  -0.65
3 C 0.7408 0.0686 0.4047  -0.11
4 C -0.6298 0.0666 -0.1958  -0.66
5 S -1.1529 1.3755 -1.1608  0.56
6 I -3.8576 -2.8392 -0.1546  0.85
7 I -2.2043 3.7107 -0.0407  -0.01
8 H -0.9466 -1.7675 0.6680  0.11
9 H -3.2447 -0.2642 -0.4503  -0.04
10 H 1.5099 -0.1514 -0.3905  0.11
11 H 0.8357 1.0294 0.9331  0.09
12 H 0.7065 -0.6290 1.1833  0.05
13 H 0.1305 1.9621 -1.4659  -0.01

- HOMO (spin up / spin down): -7.7899 / -8.1971 eV
- Energy relative to the best compared isomer or geometry (same formula, charge and spin): 1.055 eV


[2]
# C29H61N3O13

A 8-piece molecular cluster, C29H61N3O13 overall at a distorted geometry (ωB97M-V/def2-TZVPD, the Open Molecules 2025 dataset).

Last column: Löwdin charge in e.
Element x y z (Å)
1 C 1.5441 6.3902 2.4630  -0.06
2 C 2.5849 5.7219 3.3468  -0.22
3 O 2.9412 4.4832 2.7280  -0.01
4 C 3.4784 3.5537 3.5228  -0.56
5 C 3.7381 2.2503 2.8023  0.03
6 O 3.7547 3.7409 4.6721  0.10
7 H 1.3185 7.3897 2.8308  0.08
8 H 0.6311 5.7917 2.4632  0.06
9 H 1.8928 6.4541 1.4309  0.08
10 H 3.4639 6.3583 3.4684  0.13
11 H 2.1736 5.5312 4.3376  0.12
12 H 4.6628 2.3747 2.2390  0.08
13 H 2.9399 2.0803 2.0816  0.08
14 H 3.7706 1.4843 3.5657  0.09
15 C -2.0122 -0.2303 4.3974  -0.07
16 C -0.4905 -0.3589 4.4362  -0.21
17 O 0.1339 0.9289 4.5289  -0.02
18 C -0.0112 1.6309 5.6456  -0.55
19 C 0.6121 2.9963 5.4920  0.03
20 O -0.6232 1.2396 6.6054  0.10
21 H -2.3398 -0.1402 5.4345  0.07
22 H -2.4519 -1.1499 4.0070  0.07
23 H -2.3944 0.6070 3.8186  0.07
24 H -0.2002 -1.0052 5.2650  0.13
25 H -0.1312 -0.8007 3.5101  0.09
26 H 0.5353 3.2597 4.4354  0.08
27 H 1.6602 2.9569 5.7806  0.08
28 H 0.0416 3.7085 6.0774  0.09
29 C 0.9262 -3.3593 -2.0606  -0.06
30 C 0.2108 -4.1238 -3.1507  -0.21
31 O -0.5064 -5.2102 -2.5425  -0.01
32 C -1.3496 -5.8755 -3.3290  -0.56
33 C -2.0201 -6.9993 -2.5847  0.02
34 O -1.5386 -5.6020 -4.4799  0.11
35 H 1.5484 -3.9566 -1.3937  0.07
36 H 0.1993 -2.8273 -1.4441  0.07
37 H 1.5795 -2.6263 -2.5410  0.07
38 H -0.4939 -3.4606 -3.6576  0.10
39 H 0.8935 -4.5120 -3.9092  0.13
40 H -1.5023 -7.1625 -1.6375  0.08
41 H -1.8907 -7.9178 -3.1539  0.09
42 H -3.0598 -6.7570 -2.3966  0.09
43 C -3.0638 -5.5641 2.6610  -0.06
44 C -2.5529 -4.9657 1.3776  -0.24
45 O -1.1336 -4.8741 1.3716  -0.01
46 C -0.6057 -3.7337 1.8474  -0.53
47 C 0.8946 -3.7790 1.7874  0.04
48 O -1.2876 -2.8572 2.3077  0.09
49 H -2.5377 -6.4973 2.8581  0.08
50 H -4.1316 -5.7662 2.5725  0.08
51 H -2.9191 -4.8812 3.4974  0.08
52 H -2.8141 -5.5924 0.5182  0.12
53 H -3.0273 -4.0084 1.1464  0.12
54 H 1.3321 -4.0131 2.7540  0.10
55 H 1.2486 -2.7978 1.4629  0.07
56 H 1.2058 -4.5244 1.0601  0.08
57 C -0.5853 0.8198 1.0928  -0.04
58 C -1.1187 -0.0894 0.0176  -0.18
59 O -0.1951 -0.1462 -1.1019  -0.03
60 C -0.4650 0.6215 -2.1580  -0.55
61 C 0.4369 0.2749 -3.3097  0.02
62 O -1.3356 1.4459 -2.1788  0.09
63 H 0.4077 0.5387 1.4460  0.07
64 H -1.2863 0.8755 1.9238  0.07
65 H -0.4562 1.8526 0.7458  0.08
66 H -1.1646 -1.1157 0.3775  0.10
67 H -2.1013 0.2182 -0.3301  0.12
68 H 0.2504 -0.7563 -3.6072  0.06
69 H 1.4852 0.3536 -3.0233  0.08
70 H 0.2575 0.9332 -4.1546  0.09
71 C -3.0093 0.8318 -7.2676  -0.07
72 N -2.1288 -0.2414 -6.8957  -0.20
73 C -1.3236 -0.8080 -7.9516  -0.04
74 C -2.0963 -0.7315 -5.6395  -0.33
75 O -1.3770 -1.6340 -5.2611  0.01
76 H -2.4642 1.6688 -7.7213  0.09
77 H -3.5036 1.2481 -6.3918  0.09
78 H -3.7409 0.4975 -8.0093  0.09
79 H -0.7673 -1.6620 -7.5874  0.09
80 H -1.9810 -1.1239 -8.7716  0.09
81 H -0.6674 -0.0437 -8.3758  0.09
82 H -2.7897 -0.2127 -4.9581  0.14
83 C -2.0272 5.0113 -1.5236  -0.06
84 N -2.6144 4.8249 -0.2108  -0.19
85 C -3.8588 4.0833 -0.1579  -0.05
86 C -1.8707 4.8882 0.9173  -0.37
87 O -2.2135 4.5158 2.0116  0.02
88 H -2.4792 5.8764 -2.0111  0.09
89 H -2.1896 4.1118 -2.1175  0.08
90 H -0.9555 5.1770 -1.4253  0.08
91 H -3.6894 3.0051 -0.2323  0.09
92 H -4.3857 4.3081 0.7645  0.09
93 H -4.4921 4.3801 -0.9961  0.09
94 H -0.8648 5.3130 0.7200  0.12
95 C 5.0408 0.3013 -1.0088  -0.06
96 N 4.7052 -0.1506 0.3226  -0.20
97 C 5.8143 -0.3648 1.2286  -0.05
98 C 3.4500 -0.5308 0.6541  -0.34
99 O 3.1086 -0.8804 1.7671  0.00
100 H 5.7253 1.1498 -0.9706  0.09
101 H 4.1543 0.6318 -1.5473  0.08
102 H 5.5151 -0.4916 -1.6010  0.09
103 H 6.2681 0.5861 1.5083  0.08
104 H 5.4381 -0.8688 2.1156  0.09
105 H 6.5581 -1.0100 0.7557  0.09
106 H 2.7547 -0.4849 -0.1998  0.13

- HOMO: -9.2585 eV
- SMILES: CCOC(C)=O.CCOC(C)=O.CCOC(C)=O.CCOC(C)=O.CCOC(C)=O.CN(C)C=O.CN(C)C=O.CN(C)C=O
- Energy relative to the best compared isomer or geometry (same formula, charge and spin): 0.000 eV


[3]
# C19H11Br2IrN4OS

C19H11Br2IrN4OS as an isolated structure at a distorted geometry (ωB97M-V/def2-TZVPD, the Open Molecules 2025 dataset).

Last column: Löwdin charge in e.
Element x y z (Å)
1 Ir 0.4774 -1.2105 -0.5197  1.41
2 N 1.0946 2.2311 -2.8484  0.24
3 C -0.2881 2.3822 -2.9027  -0.11
4 C -1.0904 3.3414 -3.4373  0.08
5 C -2.4785 3.1162 -3.3335  0.10
6 C -3.0275 1.9701 -2.6721  0.02
7 C -2.2273 1.0308 -2.1096  0.06
8 C -0.8222 1.2374 -2.2140  -0.13
9 N 0.2028 0.4873 -1.7769  0.02
10 C 1.3515 1.0942 -2.2009  -0.18
11 C 2.5880 0.4220 -1.9829  -0.30
12 C 3.8473 0.6888 -2.4449  -0.24
13 S 4.9129 -0.5462 -1.9920  1.23
14 C 3.6383 -1.3666 -1.1976  -0.34
15 N 2.4895 -0.7591 -1.2626  -0.12
16 H 1.7684 2.8667 -3.2557  0.21
17 H -0.6968 4.2316 -3.9112  0.15
18 H -3.1526 3.8341 -3.7855  0.15
19 H -4.1027 1.8578 -2.6281  0.14
20 H -2.6261 0.1459 -1.6320  0.14
21 H 4.1845 1.5314 -3.0321  0.11
22 H 3.7880 -2.3093 -0.6876  0.12
23 Br -2.0431 -5.1773 1.3657  0.98
24 C -1.4913 -3.6751 2.2896  -0.57
25 C -1.7594 -3.5271 3.6487  -0.12
26 C -1.3413 -2.4047 4.3308  -0.58
27 Br -1.7264 -2.2603 6.1359  0.98
28 C -0.6265 -1.3595 3.6546  -0.15
29 C -0.1708 -0.1743 4.2382  0.05
30 C 0.5005 0.7591 3.4608  0.01
31 C 0.7099 0.5042 2.1152  -0.07
32 N 0.2754 -0.6210 1.5378  -0.01
33 C -0.3732 -1.5384 2.2890  -0.17
34 C -0.7778 -2.6728 1.5904  -0.40
35 O -0.4643 -2.7326 0.3326  -0.19
36 H -2.3007 -4.3065 4.1666  0.12
37 H -0.3438 0.0131 5.2908  0.11
38 H 0.8661 1.6815 3.8890  0.13
39 H 1.2357 1.2142 1.4919  0.12

- HOMO (spin up / spin down): -16.3703 / -16.3669 eV
- Total charge: +3
- Expectation value of S²: 0.78
- 2S+1: 2


[4]
# C11H19Br3IN2O2S2

C11H19Br3IN2O2S2 as an isolated structure at a distorted geometry (ωB97M-V/def2-TZVPD, the Open Molecules 2025 dataset).

Last column: Löwdin charge in e.
Element x y z (Å)
1 C 3.9556 -1.5957 -0.2989  -0.17
2 C 3.2065 -2.9696 -0.0318  -0.50
3 S 1.7669 -3.1064 -1.2090  0.81
4 C 0.3633 -2.5158 -0.1640  -0.42
5 C -0.8440 -1.9813 -0.9739  -0.17
6 N -1.3746 -2.3594 -2.2175  0.18
7 C -2.4744 -1.5757 -2.4382  0.00
8 N -2.6332 -0.7310 -1.3631  -0.09
9 S -3.9645 0.3832 -1.3036  0.71
10 C -4.8292 0.0861 0.2944  -0.10
11 O -4.9435 0.0564 -2.3430  -0.29
12 O -3.5612 1.7641 -1.4885  -0.26
13 C -1.6220 -0.9274 -0.3748  -0.11
14 C -1.4078 -0.1906 0.9836  -0.11
15 C -0.8010 1.2316 0.6393  -0.31
16 C -0.7860 2.2206 1.8891  -0.61
17 I 0.7268 3.7325 1.4542  0.78
18 H 3.1953 -0.7622 -0.2516  0.06
19 H 4.3652 -1.6037 -1.3404  0.08
20 H 4.7349 -1.4149 0.4834  0.08
21 H 3.8739 -3.8621 -0.0722  0.08
22 H 2.7955 -2.8926 1.0181  0.08
23 H 0.1178 -3.3268 0.5668  0.10
24 H 0.7564 -1.6452 0.4346  0.08
25 H -1.0070 -3.1014 -2.8131  0.19
26 H -3.1764 -1.5684 -3.3013  0.18
27 H -4.6656 0.9160 1.0236  0.09
28 H -5.9109 -0.0902 0.0615  0.09
29 H -4.4288 -0.8528 0.7746  0.08
30 H -0.6780 -0.7820 1.6023  0.12
31 H -2.3599 -0.1506 1.5704  0.11
32 H -1.4047 1.7175 -0.1812  0.10
33 H 0.2563 1.1577 0.2748  0.08
34 H -1.7911 2.7233 1.8932  0.05
35 H -0.5866 1.6861 2.8487  0.06
36 C 5.0669 4.4695 0.9868  -1.61
37 Br 6.5798 4.8192 -0.1631  0.59
38 Br 3.7080 5.8413 0.8156  0.53
39 Br 4.3526 2.6933 0.7055  0.50
40 H 5.4287 4.5074 2.0090  -0.02

- HOMO: -11.5620 eV
- Total charge: +1
- Energy relative to the best compared isomer or geometry (same formula, charge and spin): 0.000 eV


[5]
# C31H38AuN6OP

C31H38AuN6OP as an isolated structure (ωB97M-V/def2-TZVPD, the Open Molecules 2025 dataset).

Last column: Löwdin charge in e.
Element x y z (Å)
1 Au -0.7552 0.6959 -0.8450  1.13
2 C -2.0793 3.2063 -2.8523  -0.11
3 N -2.6064 2.6244 -1.6254  -0.08
4 C -2.5443 3.4680 -0.4428  -0.12
5 C -1.1593 3.4606 0.1419  -0.28
6 N -0.2602 2.5061 -0.0418  -0.01
7 C 0.8817 2.8696 0.6656  -0.21
8 C 2.1151 2.2422 0.7981  -0.01
9 C 3.0611 2.8736 1.5801  -0.06
10 C 2.7979 4.0965 2.2135  -0.05
11 C 1.5799 4.7321 2.0780  0.01
12 C 0.6308 4.0946 1.2907  -0.17
13 N -0.6641 4.4352 0.9227  0.20
14 C -0.9380 2.4220 -3.4454  -0.27
15 N -0.2669 1.4431 -2.8791  0.06
16 C 0.7188 1.0345 -3.7648  -0.21
17 C 1.6865 0.0416 -3.6634  -0.01
18 C 2.5334 -0.1259 -4.7393  -0.06
19 C 2.4255 0.6692 -5.8890  -0.05
20 C 1.4688 1.6581 -5.9986  0.01
21 C 0.6178 1.8262 -4.9150  -0.17
22 N -0.4416 2.6889 -4.6699  0.19
23 H -2.8634 3.2893 -3.6084  0.14
24 H -1.7168 4.2215 -2.6633  0.14
25 H -3.5393 2.2659 -1.7641  0.13
26 H -2.8392 4.5046 -0.6418  0.14
27 H -3.2416 3.0713 0.2991  0.14
28 H 2.3238 1.3074 0.2939  0.09
29 H 4.0346 2.4181 1.7022  0.12
30 H 3.5720 4.5554 2.8127  0.12
31 H 1.3736 5.6784 2.5605  0.12
32 H -1.1542 5.2711 1.2008  0.18
33 H 1.7632 -0.5688 -2.7715  0.09
34 H 3.2995 -0.8887 -4.7055  0.11
35 H 3.1078 0.5015 -6.7106  0.12
36 H 1.3876 2.2689 -6.8880  0.12
37 H -0.7881 3.3923 -5.3021  0.18
38 O -2.6388 -2.6828 -2.4138  0.16
39 C -1.9828 -1.9075 -1.8378  -0.48
40 N -1.2872 -1.1724 -1.1761  -0.13
41 C -3.0160 -2.8180 1.7040  -0.08
42 C -1.6559 -3.5255 1.7148  -0.66
43 C -1.2913 -3.9415 3.1417  -0.06
44 C -1.6779 -4.7322 0.7753  -0.07
45 P -0.4032 -2.2732 1.0831  1.27
46 C -0.3475 -0.9089 2.2740  -0.35
47 C -1.3539 0.0616 2.1974  -0.15
48 C -1.3653 1.1330 3.0777  -0.07
49 C -0.3769 1.2506 4.0430  -0.05
50 C 0.6162 0.2846 4.1362  -0.04
51 C 0.6332 -0.7897 3.2605  -0.08
52 C 1.3114 -2.8860 0.6152  -0.66
53 C 1.1718 -3.5678 -0.7529  -0.08
54 C 2.2023 -1.6492 0.4575  -0.09
55 C 1.8737 -3.8786 1.6349  -0.06
56 H -3.7944 -3.5542 1.9103  0.10
57 H -3.2359 -2.3705 0.7325  0.07
58 H -3.0753 -2.0514 2.4761  0.08
59 H -2.0977 -4.5717 3.5245  0.11
60 H -1.1939 -3.0842 3.8083  0.08
61 H -0.3724 -4.5246 3.1779  0.08
62 H -2.5013 -5.3867 1.0660  0.10
63 H -0.7591 -5.3148 0.8447  0.08
64 H -1.8396 -4.4421 -0.2643  0.08
65 H -2.1533 -0.0488 1.4716  0.08
66 H -2.1635 1.8642 3.0309  0.11
67 H -0.3888 2.0808 4.7368  0.12
68 H 1.3756 0.3607 4.9030  0.12
69 H 1.4087 -1.5335 3.3646  0.10
70 H 0.8053 -2.8670 -1.5042  0.06
71 H 0.5000 -4.4246 -0.7189  0.07
72 H 2.1513 -3.9293 -1.0708  0.10
73 H 1.7078 -0.8992 -0.1675  0.04
74 H 3.1297 -1.9435 -0.0375  0.10
75 H 2.4599 -1.1902 1.4096  0.07
76 H 1.2810 -4.7918 1.6696  0.08
77 H 1.9374 -3.4693 2.6412  0.08
78 H 2.8850 -4.1562 1.3283  0.11

- HOMO (spin up / spin down): -13.5036 / -13.9188 eV
- Total charge: +2
- Expectation value of S²: 2.01
- 2S+1: 3


[6]
# C5H11NO

The molecule C5H11NO at a distorted geometry (ωB97M-V/def2-TZVPD, the Open Molecules 2025 dataset).

Last column: Löwdin charge in e.
Element x y z (Å)
1 C -1.9006 0.4767 -0.9231  -0.07
2 C -1.4336 -0.5371 0.4289  -0.15
3 N -0.0620 -0.4781 0.9068  -0.10
4 C 0.4432 0.8567 1.2156  -0.08
5 C 0.7513 0.1953 -0.0744  -0.30
6 C 2.0889 -0.3508 -0.4791  -0.22
7 O 2.9101 -0.6944 0.6110  -0.06
8 H -2.6750 1.1311 -0.5365  0.04
9 H -2.3109 -0.2097 -1.6702  0.05
10 H -1.3342 1.1862 -1.6049  0.07
11 H -2.0854 -0.3851 1.3151  0.11
12 H -1.5977 -1.5765 0.1015  0.10
13 H -0.2534 1.6951 1.2060  0.11
14 H 1.1776 0.8802 2.0183  0.11
15 H 0.0713 0.5098 -0.8600  0.08
16 H 1.9470 -1.2090 -1.1548  0.12
17 H 2.6221 0.4225 -1.0406  0.12
18 H 2.4617 -1.3904 1.1091  0.09

- HOMO: -9.2505 eV
- SMILES: CCN1C[C@H]1CO
- Energy relative to the best compared isomer or geometry (same formula, charge and spin): 3.458 eV


Per-record DFT total energy, Eh: -1149.48737 -2284.04795 -6674.38862 -9506.31068 -2084.41743 -327.00428